(1)
This record from the OMol25 dataset describes a cluster of 2 separate species, C5H9NO4 in total at a distorted geometry. The level of theory is ωB97M-V/def2-TZVPD.

```
19
C5H9NO4, DFT ωB97M-V/def2-TZVPD
C -0.67 -2.35 -0.40
C -0.78 -0.92 0.00
C -1.85 -0.06 -0.11
C -1.64 1.37 0.15
O -2.67 2.20 -0.34
C 0.42 -0.37 0.56
O 0.55 -0.42 -0.80
O 4.44 1.50 1.05
N 4.53 0.78 -0.06
O 5.50 0.97 -0.85
H 0.23 -2.75 0.04
H -1.50 -3.04 -0.27
H -0.54 -2.25 -1.47
H -2.63 -0.39 -0.77
H -1.47 1.51 1.23
H -0.72 1.59 -0.41
H -2.44 3.08 0.00
H 0.29 0.53 1.15
H 0.97 -0.96 1.31
```

Calculated values
* HOMO-LUMO gap (alpha / beta): 8.795 / 5.015 eV
* energy: -551.3194 Ha
* HOMO level (alpha / beta): -9.98 / -8.36 eV

***

(2)
This record from the OMol25 dataset describes a structure of composition C28H45CoF3N2O6P2S at a distorted geometry. The level of theory is ωB97M-V/def2-TZVPD.

```
88
C28H45CoF3N2O6P2S, DFT ωB97M-V/def2-TZVPD
Co 0.33 -1.21 1.63
C -2.07 -3.35 0.79
N -0.69 -3.33 1.26
C 0.11 -4.14 0.33
C -0.59 -3.89 2.61
C 0.79 -3.63 3.12
C 1.41 -4.51 4.01
C 2.70 -4.27 4.44
C 3.37 -3.15 3.97
C 2.74 -2.26 3.11
C 1.43 -2.47 2.68
H -2.42 -4.38 0.63
H -2.16 -2.80 -0.14
H -2.73 -2.90 1.54
H -0.27 -5.17 0.30
H 1.15 -4.16 0.65
H 0.04 -3.71 -0.66
H -0.82 -4.96 2.60
H -1.33 -3.39 3.24
H 0.88 -5.40 4.35
H 3.18 -4.95 5.14
H 4.39 -2.95 4.29
H 3.28 -1.38 2.79
C 1.33 -1.93 -4.49
C 1.10 -1.70 -3.01
C 2.37 -1.38 -2.25
O 0.20 -0.55 -2.92
P -0.75 -0.34 -1.68
O -0.38 -1.11 -0.48
C -0.75 1.44 -1.49
P 0.92 2.10 -1.18
O 1.67 1.26 -0.25
O 0.63 3.61 -0.80
C 0.66 4.17 0.56
C -0.39 3.48 1.41
C 2.05 4.10 1.14
O 1.59 2.20 -2.61
C 1.18 3.15 -3.62
C 2.16 4.30 -3.64
C 1.13 2.38 -4.93
O -2.20 -0.80 -2.10
C -3.11 -0.32 -3.13
C -3.96 0.81 -2.59
C -2.41 0.02 -4.43
H 1.97 -2.81 -4.63
H 1.84 -1.07 -4.94
H 0.39 -2.10 -5.02
H 0.59 -2.55 -2.57
H 2.82 -0.47 -2.64
H 3.07 -2.21 -2.36
H 2.17 -1.23 -1.19
H -1.37 1.66 -0.62
H -1.17 1.93 -2.37
H 0.37 5.21 0.38
H -0.16 2.42 1.50
H -1.39 3.62 0.99
H -0.37 3.90 2.42
H 2.34 3.07 1.35
H 2.07 4.66 2.08
H 2.78 4.55 0.46
H 0.18 3.52 -3.37
H 3.17 3.92 -3.78
H 2.13 4.85 -2.70
H 1.93 4.98 -4.45
H 2.12 2.02 -5.19
H 0.79 3.04 -5.73
H 0.46 1.53 -4.85
H -3.75 -1.19 -3.29
H -3.40 1.74 -2.50
H -4.36 0.55 -1.61
H -4.80 0.99 -3.26
H -1.72 0.86 -4.31
H -3.16 0.30 -5.17
H -1.84 -0.82 -4.81
F 0.24 3.18 4.93
C -0.23 2.10 5.59
F -0.99 2.60 6.60
F 0.82 1.50 6.17
C -1.02 1.18 4.70
C -2.38 1.04 4.90
C -3.12 0.21 4.06
C -2.45 -0.45 3.07
N -1.14 -0.34 2.87
C -0.39 0.49 3.64
S 1.24 0.59 3.16
H -2.86 1.57 5.71
H -4.19 0.09 4.19
H -2.97 -1.11 2.38
```

Calculated values
* 2S+1: 2
* HOMO-LUMO gap (alpha / beta): 7.341 / 7.288 eV
* energy: -4418.3574 Ha
* HOMO level (alpha / beta): -7.03 / -6.98 eV

***

(3)
This record from the OMol25 dataset describes a cluster of 6 separate species, C18H42N6O6 in total at a distorted geometry. The level of theory is ωB97M-V/def2-TZVPD.

```
72
C18H42N6O6, DFT ωB97M-V/def2-TZVPD
C 0.05 -4.56 -1.33
N -1.33 -4.22 -1.47
C -2.22 -4.88 -0.54
C -1.77 -3.49 -2.52
O -2.94 -3.21 -2.69
H 0.50 -4.26 -0.37
H 0.71 -4.12 -2.08
H 0.27 -5.64 -1.33
H -3.26 -4.71 -0.81
H -2.12 -5.97 -0.55
H -2.01 -4.56 0.48
H -0.95 -3.18 -3.19
C 0.43 -1.57 0.84
N 0.54 -0.12 0.69
C 1.90 0.40 0.47
C -0.40 0.74 1.12
O -0.20 1.94 1.23
H -0.49 -1.89 0.35
H 0.49 -1.88 1.88
H 1.21 -2.06 0.26
H 2.37 -0.27 -0.24
H 1.92 1.42 0.10
H 2.37 0.39 1.46
H -1.37 0.26 1.30
C 0.48 2.32 -2.70
N 1.23 3.46 -2.22
C 0.45 4.61 -1.85
C 2.58 3.53 -2.20
O 3.27 4.49 -1.95
H 1.03 1.64 -3.35
H -0.33 2.80 -3.26
H 0.03 1.74 -1.89
H -0.44 4.48 -1.25
H 1.12 5.33 -1.36
H 0.09 5.22 -2.70
H 3.01 2.54 -2.43
C 3.10 -2.15 -5.33
N 2.67 -1.94 -3.96
C 3.46 -2.58 -2.93
C 1.47 -1.37 -3.74
O 1.03 -1.37 -2.59
H 2.95 -3.18 -5.67
H 4.18 -1.99 -5.45
H 2.70 -1.41 -6.02
H 3.62 -1.92 -2.07
H 2.96 -3.47 -2.55
H 4.44 -2.86 -3.29
H 1.04 -0.93 -4.65
C -0.94 0.30 4.95
N 0.32 0.11 5.64
C 1.52 0.54 4.91
C 0.51 -0.55 6.81
O 1.60 -0.86 7.24
H -0.85 0.03 3.90
H -1.22 1.32 5.23
H -1.75 -0.29 5.40
H 2.13 -0.30 4.57
H 1.25 1.05 3.99
H 2.10 1.18 5.57
H -0.46 -0.76 7.28
C -3.17 3.48 0.19
N -3.87 3.01 1.37
C -3.36 3.46 2.65
C -4.75 2.01 1.33
O -5.30 1.49 2.28
H -3.84 3.38 -0.67
H -2.19 3.05 0.03
H -3.10 4.57 0.21
H -2.96 4.47 2.70
H -4.17 3.43 3.38
H -2.57 2.80 3.02
H -4.77 1.51 0.34
```

Calculated values
* HOMO-LUMO gap: 9.350 eV
* energy: -1490.9893 Ha
* SMILES: CN(C)C=O.CN(C)C=O.CN(C)C=O.CN(C)C=O.CN(C)C=O.CN(C)C=O
* HOMO level: -9.20 eV

***

> energy of number 2 (C28H45CoF3N2O6P2S)?

-4418.3574 Ha

***

> Among the records above, which one has the highest energy?

C5H9NO4